[1]
Formula: AlO8S2
Source: the Open Molecules 2025 dataset
Level of theory: the ωB97M-V functional and the def2-TZVPD basis

```
11
Properties=species:S:1:pos:R:3:mulliken_charge:R:1
Al 1.07877 0.96802 -0.71415 0.872
S -0.16185 2.23164 3.04952 1.195
O 0.58496 1.90637 1.87885 -0.587
O -1.38806 2.91032 2.65759 -0.565
O -0.44321 1.03712 3.80382 -0.518
O 0.64239 3.11626 3.89150 -0.506
S -0.04890 -2.45114 -2.93616 1.071
O -0.59044 -2.25872 -4.26459 -0.748
O 0.48484 -1.17750 -2.46093 -0.682
O -1.11006 -2.78150 -1.99995 -0.783
O 0.95155 -3.50086 -2.90549 -0.749
```

## Properties
Total charge = -2
Multiplicity = 2
Orbital gap (alpha / beta) = 4.959 / 2.361 eV

---

[2]
Formula: C2H2OS
Source: the Open Molecules 2025 dataset
Level of theory: the ωB97M-V functional and the def2-TZVPD basis

```
6
Properties=species:S:1:pos:R:3:mulliken_charge:R:1
C 1.05217 -0.35236 -0.40222 0.551
C 0.18607 -0.29673 0.43444 -0.511
O 1.76840 0.05091 -1.40923 -0.424
S -0.40824 -1.00983 2.22711 -0.118
H 1.41515 -0.52259 -2.05610 0.347
H 0.23672 0.05230 2.71881 0.155
```

## Properties
Total charge = 0
Energy above the lowest of the compared OMol25 structures with the same formula, charge and spin = 251.9 kJ/mol
SMILES string = OC#CS
Orbital gap = 9.229 eV

---

[3]
Formula: C6H10N2
Source: the Open Molecules 2025 dataset
Level of theory: the ωB97M-V functional and the def2-TZVPD basis

```
18
Properties=species:S:1:pos:R:3:mulliken_charge:R:1
C 0.56274 0.05569 -0.63138 0.773
C 0.18973 1.36010 -1.15015 -0.620
C -0.87621 0.25927 0.17601 0.195
C -1.02200 -0.71285 1.28157 -0.652
C -0.52211 -1.80500 0.75457 -0.417
C 0.47792 -1.42095 -0.57436 -0.761
H 1.31961 1.15249 0.91117 0.257
H 2.59089 0.32003 0.06968 0.200
H -0.59662 1.31821 -1.84451 0.397
H 1.02656 2.13473 -1.27735 0.264
H -1.36770 2.36738 0.01933 0.278
H -1.67602 0.02697 -0.57301 0.345
H -1.55624 -0.60819 2.31691 0.305
H -1.16649 -2.67400 1.41864 0.187
H 1.55661 -1.86990 -0.15744 0.282
H 0.08978 -1.95065 -1.41968 0.348
N 1.56607 0.40127 0.44273 -0.700
N -0.59654 1.64541 0.23726 -0.681
```

## Properties
Total charge = 0
Energy above the lowest of the compared OMol25 structures with the same formula, charge and spin = 684.7 kJ/mol
Orbital gap = 9.383 eV

---

[4]
Formula: C37H65BrN6O2PSi3Ti
Source: the Open Molecules 2025 dataset
Level of theory: the ωB97M-V functional and the def2-TZVPD basis

```
116
Properties=species:S:1:pos:R:3:mulliken_charge:R:1
Ti 0.51218 0.07068 0.03411 0.272
C 2.26178 0.41064 -4.06136 -1.009
Si 3.97473 0.49563 -3.20714 0.285
C 4.98154 -0.97978 -3.74238 -1.244
C 4.93806 1.86306 -3.96376 -1.176
C 3.81636 0.73367 -1.36434 1.879
C 3.06707 1.91545 -1.04640 -1.682
C 3.71508 3.22824 -1.15441 -0.499
C 3.02843 4.38759 -1.18892 -0.474
C 1.62573 4.28511 -1.34158 -0.902
C 1.08494 3.02880 -1.02358 0.205
N 1.67968 1.86380 -0.77409 0.980
Si 4.85985 -0.29195 -0.21248 -0.120
C 6.68905 -0.06998 -0.89453 -1.193
C 4.96784 0.08658 1.65619 -0.767
C 4.41898 -2.12603 -0.24855 -0.815
H 2.32814 0.29928 -5.14674 0.454
H 1.69000 1.31474 -3.74168 0.146
H 1.70723 -0.44891 -3.67604 0.170
H 4.98635 -1.18348 -4.77511 0.547
H 4.69603 -1.88305 -3.15609 0.187
H 6.09762 -0.88253 -3.51807 0.244
H 5.28869 1.57899 -4.96140 0.376
H 5.91844 2.06421 -3.42318 0.249
H 4.34702 2.77649 -4.07195 0.285
H 4.81337 3.29206 -0.97853 0.277
H 3.54794 5.37716 -1.25127 0.314
H 1.03565 5.14710 -1.63777 0.465
H -0.00338 2.98034 -1.04153 -0.256
H 6.81813 0.96773 -1.24180 0.207
H 6.89565 -0.70622 -1.77024 0.311
H 7.40680 -0.36826 -0.14197 0.449
H 4.89708 1.15404 1.92197 0.299
H 5.89337 -0.32668 2.09995 0.461
H 4.12189 -0.47445 2.16434 -0.188
H 5.02774 -2.79144 0.39072 0.363
H 4.41583 -2.66317 -1.21361 0.271
H 3.40393 -2.10545 0.18292 0.052
O 0.07662 -1.69688 -0.44356 -0.232
O 1.00536 -1.13902 -1.31989 -0.395
Br -1.37156 -6.99553 -1.78880 -0.168
C 0.29700 -7.85810 -1.86479 0.256
C 0.43258 -9.04103 -1.10221 -0.350
C 1.79759 -9.47543 -0.99988 -0.354
C 2.77206 -8.97691 -1.82039 -0.230
N 2.54839 -7.89496 -2.58548 -0.524
C 1.36865 -7.33369 -2.55096 -0.190
H -0.43716 -9.53402 -0.67283 0.416
H 2.05515 -10.17115 -0.21365 0.349
H 3.78047 -9.41532 -1.93853 0.348
H 1.30474 -6.38331 -3.02507 0.447
C 2.79908 -1.55223 5.01756 -1.130
Si 1.66617 0.02412 4.90790 0.225
C 2.29873 1.66350 5.46010 -1.178
C 0.05914 0.00607 5.87005 -1.016
C 1.32282 0.07191 3.05959 -0.040
C 1.24524 0.00772 1.86127 0.381
H 3.71909 -1.37804 5.56858 0.383
H 3.11548 -1.95822 3.98331 0.236
H 2.26365 -2.42932 5.40999 0.362
H 2.75810 1.55219 6.43050 0.364
H 1.46350 2.34449 5.62952 0.315
H 2.96747 2.17841 4.80133 0.360
H -0.14527 -0.89676 6.44661 0.354
H -0.80402 0.22336 5.20564 0.193
H 0.15980 0.84067 6.60220 0.292
N -1.07172 0.96673 0.06619 0.890
P -2.67150 1.01683 0.13053 -2.349
N -3.28310 1.61016 -1.32474 1.118
C -4.52544 2.47946 -1.34021 0.282
C -4.44187 3.38499 -2.53998 -1.149
C -4.38958 2.47117 -3.76199 -0.673
C -3.05483 1.78408 -3.74832 -0.553
C -2.32349 1.80682 -2.41776 -0.647
N -3.37830 -0.43168 0.44830 0.764
C -3.18254 -1.03055 1.82839 -0.609
C -4.26124 -2.04740 2.25047 -0.507
C -4.64332 -2.95039 1.11454 -0.810
C -4.88555 -2.26583 -0.23559 -0.892
C -3.57153 -1.48933 -0.53355 -0.470
N -3.18890 1.95675 1.50366 0.451
C -2.42266 3.09277 2.08537 -0.526
C -3.11678 4.42157 1.83233 -0.498
C -4.42614 4.53000 2.62858 -0.738
C -5.30727 3.28489 2.21630 -0.726
C -4.58248 1.93861 2.03860 -0.666
H -4.58805 3.06239 -0.41963 -0.489
H -5.49256 1.94965 -1.45685 0.155
H -3.60087 4.07481 -2.37642 0.350
H -5.36258 3.97125 -2.51846 0.496
H -4.59249 2.97237 -4.69459 0.436
H -5.27541 1.80180 -3.63126 0.248
H -2.40136 2.45661 -4.36265 0.366
H -2.99805 0.76993 -4.26684 0.236
H -1.76267 2.71162 -2.27754 0.279
H -1.63411 0.98475 -2.34935 0.185
H -3.20261 -0.23401 2.57524 0.181
H -2.16250 -1.44479 1.86393 0.308
H -5.10006 -1.54895 2.74922 0.306
H -3.80422 -2.69637 3.07385 0.307
H -5.46664 -3.59091 1.49459 0.393
H -3.93874 -3.79948 0.94592 0.289
H -5.78362 -1.64480 -0.22123 0.300
H -4.98990 -2.99187 -1.01033 0.408
H -3.59886 -1.00770 -1.55084 0.308
H -2.75029 -2.22939 -0.47551 0.216
H -1.39571 3.11774 1.61730 0.050
H -2.31075 2.96034 3.17719 0.430
H -3.30269 4.50327 0.75205 0.144
H -2.44449 5.24253 2.12989 0.383
H -4.94149 5.46068 2.34623 0.369
H -4.13533 4.52869 3.71438 0.312
H -5.83347 3.49244 1.23285 0.222
H -6.18822 3.13086 2.85817 0.436
H -5.18659 1.24526 1.42324 0.226
H -4.50113 1.41903 3.00857 0.560
```

## Properties
Total charge = -1
Multiplicity = 3
Energy above the lowest of the compared OMol25 structures with the same formula, charge and spin = 149.8 kJ/mol
Orbital gap (alpha / beta) = 4.836 / 4.533 eV

---

[5]
Formula: C4H8N
Source: the Open Molecules 2025 dataset
Level of theory: the ωB97M-V functional and the def2-TZVPD basis

```
13
Properties=species:S:1:pos:R:3:mulliken_charge:R:1
C -0.73962 -1.04686 1.25131 -0.031
C -1.50571 -0.48681 0.33698 -0.562
C 0.56510 -0.84469 0.68412 -0.504
C 0.33426 1.14685 -0.74781 -0.696
N -0.04806 -0.17964 -0.53136 -0.002
H -0.84074 -1.44431 2.27131 0.431
H -2.56216 -0.48725 0.00874 0.416
H 1.27368 -0.12231 1.06227 0.267
H 1.11293 -1.74920 0.47979 0.313
H -0.43481 1.78402 -0.21266 0.320
H 1.22813 1.17365 -0.09925 0.251
H 0.42108 1.32681 -1.79195 0.374
H -0.30588 -0.69352 -1.41985 0.421
```

## Properties
Total charge = +1
Multiplicity = 3
Energy above the lowest of the compared OMol25 structures with the same formula, charge and spin = 248.8 kJ/mol
Orbital gap (alpha / beta) = 7.291 / 8.931 eV

---

[6]
Formula: C7H6As2Cl3CuF20O4
Source: the Open Molecules 2025 dataset
Level of theory: the ωB97M-V functional and the def2-TZVPD basis

```
43
Properties=species:S:1:pos:R:3:mulliken_charge:R:1
Cu -1.47728 -0.20765 0.68033 0.478
As -0.08118 1.48389 3.89426 2.022
F -0.27008 0.62619 2.36896 -0.310
F -1.21708 2.69994 3.35974 -0.489
F 0.03046 2.20276 5.48697 -0.522
F 1.00030 0.15072 4.33218 -0.502
F 1.25202 2.46432 3.29770 -0.516
F -1.43879 0.56825 4.61296 -0.474
As -1.75436 -3.30116 3.04186 2.058
F -0.35297 -2.75876 3.93475 -0.474
F -1.35739 -2.16247 1.71269 -0.420
F -3.14612 -3.99373 2.15265 -0.519
F -2.17950 -4.35665 4.37931 -0.532
F -2.79933 -2.05717 3.70971 -0.429
F -0.77360 -4.47959 2.14866 -0.514
O -3.14971 1.43548 0.13835 -0.381
C -3.74382 1.37745 1.37055 0.704
O -4.51818 2.29601 1.73154 -0.778
O -3.34790 0.49801 2.16423 -0.626
H -3.58235 2.25701 -0.15199 0.242
C 2.55013 1.25179 -1.82922 -1.315
C 1.93059 0.89295 -0.46939 1.176
C 2.79398 1.24098 0.76774 0.408
F 3.92444 0.51845 0.80878 -0.281
F 2.98657 2.57674 0.85281 -0.269
F 0.69890 1.42395 -0.47489 -0.270
F 1.86292 -0.46424 -0.47134 -0.281
O 1.75128 0.85498 -2.94996 -0.307
C 2.14663 1.33225 -4.19653 0.856
C 1.48137 0.36081 -5.21968 0.387
F 0.17342 0.52333 -5.34827 -0.212
F 2.13451 0.34642 -6.40811 -0.299
F 1.78930 2.62040 -4.31098 -0.292
F 3.49368 1.29261 -4.27248 -0.308
H 3.53280 0.80143 -1.97734 0.390
H 2.74495 2.32641 -1.88429 0.479
H 2.20536 1.01738 1.66629 -0.060
H 1.80415 -0.58017 -4.76235 0.142
C -1.50487 -2.57841 -2.90447 -0.031
Cl -2.02445 -3.98212 -1.92472 -0.111
Cl -0.00086 -3.08696 -3.60457 -0.138
Cl -1.27605 -1.12462 -1.85439 -0.008
H -2.29186 -2.30720 -3.59804 0.327
```

## Properties
Total charge = -2
Energy above the lowest of the compared OMol25 structures with the same formula, charge and spin = 64.6 kJ/mol
Orbital gap = 6.159 eV

---

> Which formula does entry 3 have?

C6H10N2